#i
This record from the OMol25 dataset describes a cluster of 12 separate species, C48H132N12O12 in total. The level of theory is ωB97M-V/def2-TZVPD.

Last column: Mulliken charge in e.
Geometry (Å):
O  -3.651  5.707  -2.083  -0.485
O  1.261  2.921  -6.188  -0.232
O  5.719  -1.079  -3.639  -0.392
O  0.231  -4.173  -2.497  -0.260
O  0.724  -8.069  2.351  -0.347
O  -2.407  1.124  -5.652  -0.399
O  2.197  -0.009  5.244  -0.067
O  -1.636  1.393  8.344  -0.327
O  -4.364  2.633  0.921  -0.218
O  -3.803  -3.254  6.808  -0.389
O  -0.806  0.366  1.198  0.556
O  4.986  0.292  0.738  -0.293
N  -2.271  0.427  -9.292  -0.766
N  -0.940  4.565  -5.867  -0.138
N  -4.207  -0.786  -0.414  -0.703
N  -1.418  -6.681  2.896  -0.753
N  -2.933  2.775  6.216  -0.841
N  0.562  -7.692  -3.535  -0.692
N  -3.597  -1.141  3.621  -0.216
N  -1.326  6.688  -0.823  -0.838
N  1.955  -0.561  -3.566  -0.072
N  -1.217  2.849  -0.068  -0.547
N  7.394  0.358  -1.995  -0.875
N  5.287  -0.127  7.287  -0.682
C  -5.933  1.030  -0.908  -1.497
C  2.338  2.155  -5.587  -1.151
C  4.366  -1.164  -4.141  -0.972
C  -3.572  -1.369  5.025  1.356
C  0.991  -6.692  2.579  -0.845
C  -1.359  6.569  -2.308  0.125
C  3.805  -0.449  7.007  0.345
C  7.989  -0.174  0.303  -1.583
C  0.215  -6.246  -3.601  0.193
C  -3.954  -0.445  -7.930  -1.306
C  -0.344  -5.985  2.252  1.355
C  -0.659  1.652  -0.715  1.659
C  1.849  -8.875  2.708  -0.818
C  3.302  -0.748  -3.096  0.828
C  0.100  4.908  -6.822  0.511
C  -3.832  -2.930  5.352  -0.979
C  0.226  -5.558  -2.188  -0.522
C  -0.956  1.753  7.159  -0.454
C  -1.820  1.841  5.965  2.748
C  -0.025  -3.241  -1.452  -0.630
C  -4.387  3.420  2.103  -0.683
C  -1.177  -6.192  -4.282  -1.473
C  -0.450  -0.301  2.416  0.087
C  -4.648  -0.534  5.688  -1.383
C  -0.843  1.091  9.499  -0.614
C  -4.332  1.229  0.990  -0.085
C  -0.299  -4.532  2.720  -1.681
C  2.837  0.195  8.020  -0.958
C  1.391  4.355  -6.148  -0.809
C  3.255  -1.784  -1.976  -0.923
C  6.850  0.050  -0.665  0.936
C  -2.419  5.549  -2.845  0.223
C  -1.077  2.507  4.680  -1.099
C  3.890  1.018  1.378  -0.250
C  6.649  -1.068  -4.785  -0.912
C  -4.639  4.676  -2.165  -0.642
C  1.892  -1.327  4.832  -0.626
C  0.127  6.389  -7.143  -1.414
C  3.592  0.174  5.590  -0.848
C  -2.569  -3.252  7.329  -0.505
C  -4.550  0.660  -0.393  1.527
C  -1.933  0.783  -6.923  -0.396
C  0.168  6.336  -2.725  -0.383
C  -1.466  1.098  -4.614  0.016
C  0.185  2.259  -1.867  -0.612
C  -2.990  0.680  -8.051  0.390
C  0.131  0.736  0.221  -0.983
C  5.746  0.996  -0.185  -0.787
H  -1.447  -0.189  -6.841  0.273
H  -2.304  -6.235  2.705  0.232
H  0.652  1.377  -2.304  0.014
H  -0.453  -1.373  2.222  0.212
H  -2.582  -1.118  5.405  -0.484
H  3.168  -2.778  -2.414  0.403
H  2.358  1.990  -4.510  0.392
H  0.186  6.418  -3.812  -0.194
H  1.723  -9.923  2.438  0.273
H  -1.841  1.298  -9.570  0.246
H  0.490  -3.479  -0.521  0.301
H  0.599  -0.176  -0.148  0.048
H  -1.657  2.255  3.793  -0.220
H  -0.774  5.954  -0.403  0.314
H  6.665  -0.120  -5.322  0.331
H  -4.606  0.513  5.386  0.241
H  -3.337  0.912  1.304  -0.602
H  -5.384  5.211  -1.575  0.311
H  -6.204  0.687  -1.906  0.416
H  -0.595  6.667  -7.911  0.376
H  8.235  -0.163  -2.199  0.301
H  5.765  -0.527  8.082  0.230
H  6.710  -0.043  -2.621  0.550
H  -5.237  3.127  2.718  0.345
H  7.463  -0.675  1.116  0.325
H  0.821  -1.498  4.944  -0.025
H  -1.992  4.547  -2.864  -0.385
H  2.362  1.101  -5.865  0.279
H  -3.535  1.622  -8.099  0.369
H  7.594  -1.321  -4.305  0.317
H  -0.144  2.000  4.436  0.091
H  -3.181  -3.631  4.831  0.366
H  1.481  -7.700  -3.116  0.294
H  2.468  -1.581  -1.249  -0.054
H  3.088  1.119  0.647  0.056
H  -0.518  -4.421  3.782  0.357
H  -0.527  2.743  7.311  0.318
H  -0.799  3.572  -5.750  -0.258
H  6.578  -1.909  -5.476  0.343
H  -4.325  -1.548  3.052  0.308
H  -5.692  -0.761  5.470  0.341
H  2.736  1.280  8.025  0.244
H  -4.283  3.728  -1.761  0.111
H  0.442  5.354  -2.340  -0.071
H  -0.525  1.572  -4.894  -0.284
H  -1.343  0.293  10.048  0.280
H  -0.394  2.789  -2.623  -0.267
H  -3.497  3.176  2.683  0.054
H  0.623  -4.124  2.304  0.404
H  -6.664  0.728  -0.158  0.379
H  4.281  -0.285  4.881  0.309
H  6.413  -0.925  -0.881  -0.124
H  0.934  7.015  -2.350  0.402
H  2.774  -8.613  2.195  0.308
H  -1.962  2.483  0.508  -0.176
H  -5.040  4.733  -3.177  0.341
H  1.144  6.714  -7.365  0.346
H  3.425  0.657  2.295  -0.017
H  -2.255  6.374  -0.585  0.330
H  -0.978  -3.856  2.200  0.425
H  -1.778  1.768  -3.813  -0.023
H  3.670  1.238  5.817  0.386
H  -2.122  -2.258  7.320  0.112
H  -0.434  -5.928  1.167  -0.279
H  -1.114  1.465  -7.151  0.023
H  1.241  -6.533  3.628  0.436
H  -3.454  -1.370  -7.644  0.317
H  -0.218  4.334  -7.693  0.357
H  1.607  -1.489  -3.757  0.167
H  -1.868  4.621  -6.262  0.256
H  -3.269  -0.923  -0.064  0.185
H  2.379  4.502  -6.584  0.567
H  4.136  -2.152  -4.542  0.281
H  -1.479  -5.184  -4.567  0.293
H  2.015  -8.820  3.784  0.324
H  -0.946  3.587  4.747  0.612
H  1.145  -5.752  -1.635  0.319
H  4.255  1.953  1.804  0.349
H  -4.654  -0.384  6.767  0.382
H  1.920  -0.295  -4.540  -0.024
H  1.543  4.770  -5.152  0.289
H  -1.276  0.073  -4.297  0.553
H  3.816  0.124  -2.691  -0.123
H  -0.196  1.048  6.824  0.126
H  -1.966  -6.514  -3.602  0.346
H  8.815  -0.727  -0.145  0.424
H  -6.078  2.110  -0.936  0.246
H  4.202  -1.780  -1.437  0.111
H  3.074  -0.144  9.029  0.424
H  1.000  -5.736  -4.160  0.341
H  -3.261  2.439  7.110  0.397
H  1.775  -6.351  1.903  0.352
H  -2.752  5.930  -3.811  0.535
H  -0.208  -8.031  -2.975  0.297
H  -0.967  -0.007  3.330  -0.771
H  -3.716  2.659  5.589  0.230
H  5.446  0.871  7.279  0.205
H  -4.844  -3.231  5.079  0.397
H  -2.971  0.462  -10.020  0.290
H  3.273  2.574  -5.960  0.474
H  -4.484  4.488  1.910  0.307
H  0.601  -0.060  2.577  0.103
H  0.189  -2.204  -1.713  -0.096
H  -3.751  -0.145  3.688  -0.072
H  -0.743  1.948  10.164  0.316
H  3.620  -1.523  7.044  0.337
H  -1.192  -6.779  -5.200  0.430
H  -4.437  -0.510  -8.906  0.383
H  -0.127  6.892  -6.211  0.236
H  -4.193  -1.140  -1.360  0.332
H  6.103  1.838  0.408  0.519
H  -1.747  7.505  -2.709  0.333
H  -1.720  3.284  -0.828  0.125
H  2.502  -2.038  5.389  0.423
H  1.072  2.737  -1.450  0.401
H  0.892  1.316  0.745  0.257
H  -5.042  0.779  1.684  0.725
H  1.901  -0.290  7.744  0.088
H  0.175  0.758  9.292  0.120
H  5.118  1.388  -0.984  0.349
H  -1.397  -7.655  2.630  0.247
H  -1.492  1.080  -1.125  -0.309
H  -1.076  -3.189  -1.167  0.593
H  2.120  -1.341  3.766  0.173
H  -1.885  -3.941  6.834  0.287
H  8.403  0.758  0.686  0.340
H  4.373  -0.429  -4.946  0.495
H  -4.729  -0.053  -7.272  0.313
H  -0.607  -5.794  -1.526  0.241
H  -3.856  1.243  -0.999  -0.654
H  -2.715  -3.531  8.373  0.272
H  -2.130  0.883  5.549  -1.639

Lowest unoccupied orbital energy: 0.01539 Eh
Gap between HOMO and LUMO: 9.17 eV
Multiplicity: 1
HOMO level: -8.8 eV



#ii
This record from the OMol25 dataset describes a cluster of 12 separate species, C48H132N12O12 in total. The level of theory is ωB97M-V/def2-TZVPD.

Last column: Mulliken charge in e.
Geometry (Å):
O  5.343  -1.910  -3.955  -0.258
O  0.150  -1.415  -0.200  -0.103
O  -0.772  6.265  -3.634  -0.058
O  -3.761  2.806  3.656  -0.136
O  5.000  -7.351  -1.426  -0.419
O  2.860  -2.995  5.747  -0.207
O  -3.874  1.612  -3.703  -0.439
O  -4.551  -7.745  4.672  -0.327
O  1.522  3.732  1.408  -0.472
O  3.410  2.144  -4.902  -0.263
O  -0.826  -5.851  -1.410  -0.172
O  -6.279  5.990  -1.314  -0.427
N  -2.507  -6.483  2.588  -0.444
N  -2.743  4.745  -5.214  -0.691
N  -3.403  5.134  0.846  -0.046
N  -4.444  -0.869  3.297  -0.700
N  -0.817  3.696  4.399  -0.634
N  4.879  -2.781  2.744  -0.737
N  0.740  -6.239  0.852  -0.353
N  -1.701  8.250  -0.703  -0.790
N  0.537  0.694  -1.717  0.076
N  3.978  -2.085  -0.516  -0.244
N  5.366  5.007  -6.005  -0.806
N  3.861  -4.604  0.675  -0.411
C  -1.348  2.825  -4.606  -1.138
C  0.592  7.776  -1.291  -1.396
C  -0.314  -2.720  0.267  -0.366
C  0.312  3.282  3.492  0.260
C  -1.295  6.581  -2.362  -0.609
C  -3.994  0.386  3.995  0.723
C  -5.721  -7.866  5.418  -0.728
C  4.109  -3.112  5.053  -0.941
C  -4.929  5.593  -1.027  0.748
C  -4.005  1.519  2.998  -0.106
C  2.729  -3.662  6.936  -0.771
C  -0.795  7.964  -1.767  0.485
C  4.786  -5.692  0.305  0.261
C  0.281  -7.372  0.070  0.322
C  0.281  3.829  2.058  0.262
C  -1.053  -7.002  -0.651  -0.516
C  2.079  1.853  -4.548  -0.986
C  3.922  -0.226  -1.987  -1.516
C  -1.089  7.216  -4.666  -1.048
C  4.828  -6.764  1.490  -1.551
C  4.133  -1.690  -1.894  0.932
C  0.487  1.843  3.538  -0.969
C  -0.217  0.903  -0.490  0.593
C  -6.455  6.437  -2.631  -0.754
C  -4.832  3.462  4.268  -0.828
C  -4.777  5.491  0.544  0.416
C  -4.480  1.065  -2.577  -0.314
C  -2.526  0.152  4.543  -1.248
C  1.709  4.564  0.267  -0.425
C  3.761  -2.500  3.635  0.840
C  -3.699  3.014  -3.641  0.026
C  -4.240  -6.387  4.435  -0.916
C  4.165  -6.280  -0.946  0.295
C  6.296  -7.070  -1.915  -0.763
C  -2.836  3.328  -4.838  -0.281
C  3.668  3.367  -5.621  -0.900
C  6.489  -2.235  -4.709  -0.761
C  -4.945  6.885  1.147  -1.684
C  5.029  4.297  -3.732  -1.281
C  2.468  -2.928  3.047  -1.285
C  -0.015  -8.327  1.184  -1.467
C  -2.769  -6.144  3.984  0.294
C  -1.853  -5.378  -2.248  -0.923
C  -1.194  2.019  -0.880  -0.304
C  -2.412  -4.644  4.088  -1.276
C  -0.906  -0.428  -0.193  -1.060
C  5.457  -2.155  -2.496  -0.551
C  5.029  3.858  -5.172  0.765
H  3.196  -6.643  -0.605  -0.526
H  -5.491  4.037  3.618  0.199
H  4.787  0.359  -1.675  0.409
H  -6.338  7.519  -2.566  0.290
H  2.858  4.094  -5.669  0.420
H  3.965  -7.377  1.751  0.150
H  5.620  4.832  -6.967  0.246
H  3.594  0.090  -2.978  0.260
H  -1.182  5.726  -1.695  0.483
H  -4.457  7.614  0.501  0.267
H  6.546  -6.009  -1.920  0.307
H  6.254  5.399  -5.724  0.237
H  5.674  -3.189  -2.228  0.225
H  4.759  -2.270  1.881  -0.028
H  3.355  -2.205  -2.456  0.235
H  -3.023  5.681  1.605  0.201
H  -1.961  -4.308  -2.425  0.215
H  -3.210  2.762  -5.691  0.359
H  -5.883  -8.892  5.746  0.268
H  -0.391  1.379  3.087  -0.256
H  -5.481  1.463  -2.411  0.298
H  4.090  -3.074  -0.345  0.404
H  1.045  6.841  -1.620  0.183
H  -1.374  -0.227  0.771  0.264
H  -2.124  7.503  -4.482  0.366
H  -2.035  1.973  -0.190  -0.226
H  -1.013  -3.124  -0.465  0.246
H  -4.882  -5.976  3.656  0.409
H  3.351  -3.064  7.601  0.289
H  5.720  -7.339  1.243  0.468
H  1.356  1.539  2.955  0.421
H  1.449  2.172  -5.379  0.486
H  -6.014  7.082  1.224  0.376
H  5.256  -6.221  2.333  0.443
H  1.533  -2.721  3.568  0.580
H  -2.188  -4.304  5.099  0.458
H  7.347  -1.690  -4.316  0.325
H  1.851  0.818  -4.293  0.293
H  2.997  -4.944  1.073  -0.091
H  1.284  3.528  3.920  0.359
H  -0.633  3.359  5.333  0.418
H  0.662  7.834  -0.204  0.423
H  -5.151  -1.368  3.818  0.299
H  3.186  0.115  -1.260  0.131
H  -1.632  3.133  4.201  -0.086
H  0.549  -3.383  0.321  -0.217
H  6.164  -1.419  -2.114  0.367
H  0.878  4.269  -0.373  -0.012
H  1.802  2.527  -3.738  0.388
H  -2.061  1.045  4.962  0.233
H  0.756  -0.288  -1.633  0.185
H  2.423  -2.476  2.056  -0.045
H  4.267  -4.185  4.946  0.349
H  -1.384  1.738  -4.663  0.546
H  2.656  4.356  -0.232  0.295
H  -4.156  6.213  -1.482  -0.564
H  -5.784  5.996  -3.368  0.272
H  -5.499  2.805  4.826  0.312
H  -1.036  6.853  -5.692  0.274
H  -6.581  -7.689  4.772  0.301
H  -0.830  3.190  -3.720  0.076
H  -0.551  -9.245  0.947  0.443
H  -2.590  -0.611  5.318  0.476
H  -3.705  -1.540  3.450  0.150
H  4.909  -2.594  5.583  0.380
H  -1.722  -5.872  -3.211  0.316
H  1.798  5.608  0.570  0.394
H  0.928  -8.633  1.636  0.349
H  6.493  -2.126  -5.794  0.254
H  -5.759  -7.190  6.273  0.305
H  -2.630  8.222  -1.098  0.258
H  0.060  4.884  2.224  0.435
H  0.356  1.186  0.393  -0.048
H  5.680  -2.310  3.140  0.344
H  -4.641  3.547  -3.774  0.723
H  -0.818  8.799  -2.468  0.511
H  -3.336  4.137  0.990  -0.275
H  -4.410  4.140  5.010  0.305
H  -4.400  -5.828  5.358  0.440
H  1.217  8.579  -1.680  0.288
H  -1.866  -7.009  0.074  0.093
H  5.091  3.413  -3.098  0.158
H  -2.834  -5.480  -1.785  0.397
H  5.809  3.122  -5.370  0.237
H  0.620  1.693  4.610  0.485
H  -3.364  3.314  -2.648  -0.334
H  -0.070  -5.939  1.375  0.158
H  5.950  4.829  -3.492  0.470
H  1.089  -7.681  -0.593  0.472
H  -4.570  -0.014  -2.707  0.267
H  7.045  -7.729  -1.477  0.261
H  3.046  -4.690  6.757  0.321
H  3.016  -1.966  -0.233  -0.127
H  -0.356  8.012  -4.803  0.351
H  -1.676  -0.595  -0.947  0.419
H  4.230  5.007  -3.518  0.295
H  -1.263  -7.775  -1.390  0.450
H  3.757  2.920  -6.611  0.270
H  -3.438  -6.498  2.198  0.249
H  -7.462  6.149  -2.932  0.271
H  0.927  -5.532  0.156  0.198
H  -2.033  -6.598  4.648  0.404
H  -0.886  -2.725  1.195  0.365
H  4.265  -4.137  1.474  -0.086
H  -3.295  -4.063  3.820  0.173
H  -0.856  3.036  -5.556  0.575
H  -1.943  -0.168  3.679  0.198
H  5.720  -5.153  0.146  0.670
H  6.749  -3.240  -4.377  0.261
H  -5.439  4.726  0.949  0.360
H  -4.641  0.588  4.848  0.364
H  -0.587  3.353  1.604  -0.372
H  -2.202  -7.441  2.492  0.183
H  -0.910  3.071  -0.835  -0.485
H  -2.383  6.577  -2.426  -0.082
H  6.267  -7.260  -2.988  0.300
H  -2.338  5.141  -4.377  0.101
H  -0.050  0.738  -2.538  0.133
H  -3.829  1.171  -1.710  -0.084
H  3.799  -1.420  3.780  0.277
H  -4.892  1.436  2.370  0.514
H  -4.642  6.837  2.193  0.604
H  2.317  -3.984  2.823  0.351
H  -3.130  1.321  2.379  -0.702
H  -1.708  7.555  0.030  0.235
H  -1.647  1.805  -1.848  0.321
H  -2.157  4.837  -6.031  0.376
H  -4.893  4.599  -1.472  0.118
H  -1.575  -4.300  3.481  0.148
H  -0.600  -7.951  2.024  0.106
H  3.967  -5.583  -1.760  0.334
H  1.675  -3.610  7.207  0.178

Lowest unoccupied orbital energy: 0.01235 Eh
Gap between HOMO and LUMO: 8.56 eV
Multiplicity: 1
HOMO level: -8.2 eV



#iii
This record from the OMol25 dataset describes a cluster of 12 separate species, C48H132N12O12 in total. The level of theory is ωB97M-V/def2-TZVPD.

Last column: Mulliken charge in e.
Geometry (Å):
O  15.393  18.644  15.951  -0.026
O  12.305  17.794  13.445  0.029
O  14.297  17.553  8.844  -0.380
O  16.186  9.168  19.358  -0.339
O  17.466  14.042  15.263  0.582
O  21.341  15.689  18.761  -0.417
O  21.846  12.569  15.671  -0.403
O  20.015  14.623  9.573  -0.545
O  17.077  11.696  11.410  1.047
O  21.117  18.012  15.345  0.232
O  14.868  9.222  13.800  0.162
O  14.623  12.903  9.446  -0.457
N  24.785  16.258  19.992  -0.699
N  17.762  10.128  16.232  -0.459
N  18.393  17.243  13.590  -0.650
N  14.020  21.604  14.374  -0.704
N  13.036  20.269  11.068  -0.543
N  11.420  9.256  12.461  -0.736
N  10.078  19.266  12.414  -0.545
N  21.686  20.913  17.505  -0.724
N  15.306  9.820  10.291  -0.535
N  22.128  14.621  11.515  -0.483
N  11.167  11.484  9.461  -0.677
N  20.504  11.101  18.836  -0.404
C  21.845  18.827  16.229  -0.359
C  20.323  16.618  18.366  -0.312
C  17.164  9.129  18.310  -1.000
C  12.282  10.450  14.457  -1.547
C  16.781  14.413  16.536  -0.292
C  16.548  15.712  12.991  0.552
C  21.010  20.939  15.094  -1.414
C  15.605  17.111  8.471  -0.726
C  15.262  13.838  10.341  -0.467
C  17.429  16.231  14.115  2.778
C  15.698  20.078  13.436  -0.949
C  12.463  11.826  8.903  0.792
C  15.878  18.368  17.284  -0.706
C  8.747  18.685  14.327  -1.609
C  18.980  15.622  9.384  -0.377
C  21.561  11.623  18.001  1.580
C  14.928  19.997  15.798  -1.189
C  12.656  19.952  8.770  -1.827
C  18.245  15.027  14.732  0.838
C  21.227  12.512  12.351  -1.011
C  12.637  9.737  13.127  1.891
C  22.628  16.314  19.023  -0.723
C  22.016  13.938  15.818  -0.331
C  16.901  10.729  8.756  -1.227
C  23.553  15.388  19.854  0.632
C  21.939  17.185  14.501  -0.554
C  15.548  10.572  16.993  -1.142
C  17.526  10.389  11.197  -0.472
C  12.234  12.294  7.461  -1.525
C  16.772  9.865  9.986  0.012
C  13.234  16.821  13.752  -0.432
C  22.730  10.585  17.964  -1.610
C  17.214  12.086  12.770  -1.243
C  21.272  13.486  11.208  0.618
C  21.019  20.125  16.387  0.765
C  10.156  18.842  13.777  0.769
C  13.288  12.834  9.772  -0.743
C  15.914  8.257  13.922  -1.038
C  20.993  11.931  16.630  -0.159
C  19.941  14.069  10.894  0.131
C  16.250  8.017  20.166  -0.755
C  23.000  15.123  21.224  -1.695
C  11.025  17.624  14.064  -0.934
C  14.529  20.220  14.380  2.129
C  16.995  10.351  17.456  1.250
C  13.092  19.226  10.034  1.068
C  13.687  8.651  13.295  -1.042
C  14.487  18.581  9.823  0.009
H  10.610  19.706  14.333  0.061
H  9.254  18.881  11.910  0.278
H  16.479  19.184  17.658  0.362
H  22.455  17.839  13.776  0.384
H  16.498  17.504  17.270  0.021
H  18.827  14.625  13.916  -0.998
H  22.722  14.098  16.664  0.328
H  10.802  18.907  11.817  0.175
H  15.926  7.112  19.598  0.281
H  11.020  8.469  13.017  0.282
H  13.855  8.061  12.309  0.345
H  14.883  18.186  10.740  -0.370
H  17.094  8.883  9.731  0.617
H  16.578  13.455  17.014  -0.018
H  11.268  11.098  10.384  0.169
H  13.311  7.888  13.966  0.454
H  23.707  14.395  19.365  0.219
H  19.787  14.877  11.583  0.306
H  22.489  9.761  17.299  0.372
H  21.231  21.811  17.659  0.264
H  15.473  16.166  7.950  0.376
H  8.358  19.710  14.240  0.374
H  19.167  13.335  11.058  -0.300
H  16.044  19.059  13.377  -0.415
H  22.016  12.578  18.423  -0.870
H  16.767  16.784  14.861  -0.927
H  15.223  9.748  16.390  0.185
H  14.655  14.739  10.389  0.689
H  20.177  16.640  17.282  -0.134
H  20.081  12.490  16.740  0.118
H  19.998  19.826  16.690  0.079
H  12.103  20.627  11.034  0.407
H  11.552  13.105  7.423  0.372
H  23.672  11.037  17.583  0.306
H  19.418  16.324  18.881  0.312
H  19.204  16.473  9.976  0.408
H  22.460  17.248  19.437  0.783
H  18.783  10.121  16.454  0.108
H  22.807  19.110  15.777  0.554
H  23.738  14.513  21.754  0.424
H  13.176  12.432  10.817  0.083
H  21.995  15.307  10.775  0.265
H  15.722  20.697  16.038  0.443
H  13.170  12.434  6.908  0.346
H  15.325  13.359  11.324  -0.053
H  17.296  15.293  12.216  -0.620
H  18.931  15.748  8.328  0.432
H  13.309  21.759  15.115  0.293
H  17.941  10.795  8.436  0.410
H  15.241  9.418  11.240  0.009
H  14.891  10.745  17.836  0.513
H  13.626  21.872  13.503  0.303
H  15.794  15.043  13.341  0.487
H  15.056  18.164  17.944  0.280
H  22.235  12.189  12.589  0.482
H  17.288  9.775  12.098  0.004
H  21.424  16.356  14.111  -0.281
H  20.749  10.946  16.195  -0.044
H  13.345  20.710  8.402  0.327
H  12.473  19.259  7.914  0.314
H  12.399  18.374  10.153  0.121
H  20.647  20.317  14.274  0.220
H  16.072  16.624  12.611  -1.164
H  17.490  15.036  17.162  -0.070
H  15.793  14.948  16.327  0.033
H  14.002  20.235  16.407  0.282
H  11.684  20.366  8.864  0.545
H  21.955  18.327  17.175  -0.494
H  20.856  10.740  19.745  0.281
H  17.318  11.260  18.045  -0.081
H  18.176  9.141  18.770  0.460
H  15.544  11.539  16.392  0.022
H  16.147  7.820  12.930  0.394
H  13.024  10.856  8.781  0.199
H  15.665  7.578  14.744  0.291
H  14.872  10.771  10.281  0.115
H  20.417  21.838  15.278  0.420
H  20.677  11.604  12.076  0.177
H  17.270  7.833  20.526  0.298
H  11.638  8.889  11.544  0.282
H  17.630  10.865  15.575  0.110
H  18.997  17.550  14.315  -0.003
H  12.039  9.768  15.263  0.352
H  22.985  16.034  21.809  0.408
H  11.176  17.522  15.165  0.425
H  13.211  16.728  14.889  0.357
H  11.705  11.386  6.987  0.359
H  22.917  10.126  18.906  0.485
H  20.530  17.672  18.774  0.325
H  21.609  20.344  18.334  0.243
H  12.799  13.813  9.671  0.513
H  23.109  16.453  17.999  0.005
H  8.147  17.936  13.792  0.416
H  19.820  11.798  19.057  0.198
H  14.184  17.268  13.487  -0.343
H  10.537  12.257  9.572  0.266
H  25.514  15.742  20.529  0.299
H  8.687  18.176  15.306  0.386
H  16.951  8.212  17.701  0.271
H  15.124  19.326  9.427  0.443
H  11.477  11.127  14.346  0.556
H  21.591  12.894  10.298  0.126
H  25.178  16.367  19.046  0.254
H  23.135  14.483  11.549  0.234
H  20.763  12.849  13.292  -0.231
H  22.730  16.657  15.117  0.327
H  12.949  15.886  13.287  0.471
H  17.994  18.150  13.355  0.308
H  16.197  16.868  9.336  0.126
H  18.273  11.900  13.022  0.379
H  16.314  14.046  10.012  -0.210
H  18.938  15.410  15.534  -0.822
H  16.461  20.806  13.722  0.409
H  13.134  19.895  12.029  -0.200
H  18.596  10.475  11.024  0.253
H  22.298  14.369  14.848  0.114
H  17.987  15.289  9.704  -0.135
H  21.074  14.463  16.200  0.084
H  17.061  13.140  12.834  -0.235
H  16.139  17.759  7.764  0.364
H  12.986  10.521  12.440  -0.856
H  16.341  10.240  7.995  0.455
H  16.827  8.785  14.290  0.205
H  22.069  21.143  14.918  0.362
H  13.791  19.489  14.161  -1.120
H  15.629  8.174  21.003  0.268
H  15.373  20.329  12.447  0.481
H  16.479  11.735  8.906  -0.002
H  13.163  11.085  14.784  0.065
H  16.587  11.618  13.508  0.477
H  10.476  16.738  13.616  0.240
H  22.025  14.643  21.205  0.307

Lowest unoccupied orbital energy: 0.01344 Eh
Gap between HOMO and LUMO: 9.16 eV
Multiplicity: 1
HOMO level: -8.8 eV



Which one is the least stable? From the structures above, #ii.